1.
The following is a DFT calculation (ωB97M-V/def2-TZVPD) of a structure of composition C26H38Br3CsN4O7PS.

The LUMO energy is -3.669 eV. As for the total charge: +1. Its total energy is -278640.6344 eV. As for the maximum force: 0.2179 Eh/bohr. Its highest occupied orbital energy is -10.36 eV. As for the relative energy (zero: lowest compared OMol25 entry of this formula, charge and spin): 480.01 kcal per mole.

CARTESIAN COORDINATES (ANGSTROEM)
C  6.169  -0.426  2.331
C  5.094  -1.674  2.613
N  4.097  -1.617  1.481
C  2.925  -2.549  1.665
C  1.827  -2.183  2.777
C  1.021  -0.786  2.725
O  0.543  -0.661  4.161
Br  2.212  0.879  2.657
O  -0.205  -0.675  2.003
C  -0.316  -1.093  0.632
Br  1.187  -0.425  -0.584
N  -0.520  -2.562  0.609
C  -0.447  -3.222  -0.551
C  0.853  -3.829  -1.351
C  -1.897  -3.619  -1.290
C  -1.604  -0.179  0.040
C  -3.072  -0.760  0.334
C  -3.364  -1.571  1.702
N  -4.157  -2.837  1.310
O  -1.411  -0.369  -1.444
C  -2.035  0.669  -2.237
O  -3.316  1.036  -2.289
C  -1.044  1.453  -3.335
C  0.408  0.802  -3.851
C  1.402  1.595  -4.938
C  0.995  3.072  -5.605
C  -0.446  3.695  -5.118
C  -1.430  2.906  -4.034
O  -1.303  1.203  0.251
C  -1.952  1.987  1.246
C  -3.131  3.041  0.695
C  -2.656  3.858  -0.686
C  -2.174  5.424  -0.340
Br  -4.399  4.151  -1.712
N  -2.325  1.374  2.568
C  -3.588  1.660  2.989
O  -4.721  2.253  3.459
P  -0.536  3.235  1.799
S  0.801  3.323  0.360
C  4.728  -2.075  0.149
C  4.853  -1.144  -1.194
O  5.167  -3.349  0.053
H  7.217  -0.805  1.957
H  5.727  0.222  1.431
H  6.213  0.263  3.281
H  5.701  -2.672  2.532
H  4.534  -1.529  3.640
H  3.411  -3.591  1.994
H  2.481  -2.754  0.603
H  2.356  -2.257  3.846
H  1.016  -3.060  2.795
H  -0.053  0.162  4.163
H  1.667  -4.324  -0.672
H  1.353  -2.981  -2.026
H  0.523  -4.669  -2.131
H  -1.731  -4.527  -2.047
H  -2.600  -4.031  -0.450
H  -2.339  -2.748  -1.930
H  -3.447  -1.435  -0.578
H  -3.833  0.162  0.320
H  -4.071  -1.026  2.487
H  -2.444  -1.959  2.305
H  -5.026  -2.481  0.809
H  -4.550  -3.181  2.235
H  0.807  -0.235  -3.485
H  2.450  1.156  -5.285
H  1.700  3.637  -6.372
H  -0.805  4.748  -5.544
H  -2.440  3.439  -3.780
H  -3.314  3.937  1.465
H  -4.123  2.490  0.390
H  -1.853  3.284  -1.307
H  -1.050  5.499  -0.029
H  -2.284  5.999  -1.373
H  -2.918  5.952  0.400
H  -1.136  4.545  2.094
H  0.031  2.800  3.079
H  5.958  -1.223  -1.627
H  4.145  -1.569  -2.055
H  4.517  -0.038  -1.006
Cs  -4.026  -5.211  -0.174

***

2.
The following is a DFT calculation (ωB97M-V/def2-TZVPD) of a structure of composition C26H38Cl3N12NaS2Si.

The LUMO energy is 3.695 eV. As for the total charge: -2. Its total energy is -117000.0345 eV. As for the maximum force: 0.0034 Eh/bohr. Its highest occupied orbital energy is -2.61 eV. As for the relative energy (zero: lowest compared OMol25 entry of this formula, charge and spin): 0.00 kcal per mole.

CARTESIAN COORDINATES (ANGSTROEM)
Na  1.219  1.551  1.292
C  4.670  6.251  -1.398
C  3.417  6.284  -0.530
N  3.561  5.526  0.698
C  3.280  4.176  0.765
S  3.062  3.536  2.348
N  3.246  3.581  -0.408
N  2.898  2.266  -0.347
C  2.990  1.596  -1.435
C  3.446  2.173  -2.746
C  2.659  0.149  -1.358
C  3.073  -0.727  -2.359
C  2.820  -2.086  -2.222
C  2.156  -2.538  -1.100
C  1.757  -1.590  -0.164
N  1.992  -0.289  -0.278
H  4.524  6.829  -2.315
H  4.895  5.219  -1.663
H  5.525  6.665  -0.857
H  2.571  5.898  -1.104
H  3.189  7.317  -0.251
H  3.385  5.995  1.569
H  3.344  3.254  -2.711
H  2.854  1.770  -3.570
H  4.497  1.937  -2.941
H  3.604  -0.355  -3.224
H  3.142  -2.783  -2.987
H  1.933  -3.586  -0.948
H  1.203  -1.904  0.712
C  -5.326  1.170  1.041
C  -4.654  2.379  1.681
N  -3.461  2.813  0.987
C  -2.251  2.164  1.075
S  -1.073  2.611  -0.095
N  -2.193  1.264  2.042
N  -0.968  0.677  2.184
C  -0.955  -0.361  2.937
C  -2.191  -0.903  3.597
C  0.347  -1.053  3.095
C  0.402  -2.435  3.288
C  1.633  -3.062  3.351
C  2.781  -2.293  3.243
C  2.637  -0.927  3.060
N  1.459  -0.314  2.985
H  -6.212  0.870  1.609
H  -4.641  0.324  0.999
H  -5.639  1.395  0.018
H  -4.378  2.148  2.709
H  -5.347  3.226  1.706
H  -3.560  3.359  0.148
H  -2.707  -0.087  4.107
H  -1.956  -1.688  4.314
H  -2.892  -1.287  2.853
H  -0.507  -3.019  3.326
H  1.696  -4.138  3.441
H  3.765  -2.742  3.264
H  3.503  -0.282  2.950
C  -2.346  -1.551  -0.112
N  -1.185  -1.929  -0.915
C  -1.474  -3.187  -1.594
N  -2.662  -3.080  -2.464
C  -3.792  -2.669  -1.627
N  -3.559  -1.401  -0.935
C  -3.278  -0.370  -1.941
N  -2.135  -0.717  -2.793
C  -0.965  -0.883  -1.915
C  -2.411  -2.004  -3.429
H  -2.144  -0.603  0.386
H  -2.523  -2.326  0.639
H  -1.643  -3.970  -0.852
H  -0.615  -3.478  -2.201
H  -3.977  -3.449  -0.884
H  -4.679  -2.568  -2.260
H  -3.057  0.572  -1.433
H  -4.164  -0.244  -2.572
H  -0.765  0.064  -1.409
H  -0.098  -1.155  -2.523
H  -1.554  -2.283  -4.048
H  -3.291  -1.899  -4.073
Cl  2.641  -6.140  1.519
Si  0.517  -6.102  0.922
Cl  0.855  -6.337  -1.237
Cl  0.079  -8.218  1.367

***

3.
The following is a DFT calculation (ωB97M-V/def2-TZVPD) of a structure of composition C26H38Cl3N12NaS2Si.

The LUMO energy is 3.793 eV. As for the total charge: -2. Its total energy is -116999.5108 eV. As for the maximum force: 0.0101 Eh/bohr. Its highest occupied orbital energy is -2.22 eV. As for the relative energy (zero: lowest compared OMol25 entry of this formula, charge and spin): 12.08 kcal per mole.

CARTESIAN COORDINATES (ANGSTROEM)
Na  -0.882  0.356  0.757
C  -5.803  -2.348  4.077
C  -4.293  -2.236  4.278
N  -3.790  -0.896  4.106
C  -3.469  -0.337  2.902
S  -2.814  1.254  2.934
N  -3.754  -1.105  1.852
N  -3.199  -0.674  0.708
C  -3.642  -1.129  -0.410
C  -4.790  -2.092  -0.532
C  -3.000  -0.601  -1.634
C  -3.566  -0.789  -2.899
C  -2.969  -0.207  -4.006
C  -1.822  0.553  -3.847
C  -1.304  0.659  -2.563
N  -1.856  0.083  -1.505
H  -6.134  -3.384  4.196
H  -6.060  -2.008  3.074
H  -6.338  -1.727  4.799
H  -3.780  -2.884  3.567
H  -4.023  -2.569  5.285
H  -3.676  -0.288  4.896
H  -5.037  -2.463  0.459
H  -4.531  -2.933  -1.182
H  -5.677  -1.607  -0.953
H  -4.472  -1.369  -3.010
H  -3.409  -0.340  -4.988
H  -1.328  1.050  -4.671
H  -0.392  1.220  -2.379
C  4.653  -2.958  2.182
C  3.622  -2.860  3.305
N  2.258  -2.950  2.831
C  1.538  -1.895  2.327
S  -0.086  -2.238  1.881
N  2.241  -0.779  2.212
N  1.540  0.300  1.772
C  2.241  1.323  1.441
C  3.746  1.339  1.460
C  1.526  2.549  1.014
C  2.232  3.728  0.774
C  1.552  4.859  0.352
C  0.179  4.797  0.201
C  -0.446  3.591  0.484
N  0.196  2.500  0.874
H  5.671  -2.916  2.578
H  4.509  -2.131  1.491
H  4.532  -3.890  1.625
H  3.749  -1.910  3.828
H  3.780  -3.666  4.027
H  1.734  -3.799  2.934
H  4.104  0.317  1.548
H  4.134  1.903  2.314
H  4.143  1.792  0.550
H  3.304  3.757  0.892
H  2.095  5.765  0.116
H  -0.393  5.637  -0.165
H  -1.522  3.493  0.382
C  2.562  -1.855  -0.891
N  1.476  -1.235  -1.644
C  2.023  -0.650  -2.867
N  2.695  -1.662  -3.704
C  3.758  -2.270  -2.903
N  3.261  -2.891  -1.674
C  2.266  -3.900  -2.048
N  1.158  -3.342  -2.823
C  0.523  -2.287  -2.009
C  1.716  -2.705  -4.018
H  2.147  -2.308  0.009
H  3.277  -1.083  -0.598
H  2.740  0.131  -2.608
H  1.221  -0.195  -3.448
H  4.483  -1.496  -2.637
H  4.261  -3.033  -3.506
H  1.866  -4.348  -1.135
H  2.758  -4.678  -2.642
H  0.118  -2.716  -1.089
H  -0.293  -1.857  -2.590
H  0.899  -2.257  -4.590
H  2.203  -3.469  -4.632
Cl  -0.607  4.518  -3.329
Si  1.321  3.510  -3.099
Cl  1.314  2.548  -5.098
Cl  2.580  5.242  -3.635

***

4.
The following is a DFT calculation (ωB97M-V/def2-TZVPD) of the ion C26H38F9N2O3 with charge +1.

The LUMO energy is -3.783 eV. As for the total charge: +1. Its total energy is -61132.0859 eV. As for the maximum force: 0.1665 Eh/bohr. Its highest occupied orbital energy is -10.27 eV.

CARTESIAN COORDINATES (ANGSTROEM)
C  2.159  1.336  0.457
C  0.655  0.899  0.941
C  -0.142  -0.109  -0.075
C  0.808  -1.080  -0.991
C  1.544  -0.499  -2.335
C  0.637  0.519  -3.244
C  1.528  1.880  -3.606
C  0.925  3.129  -2.672
C  2.174  4.094  -2.118
C  1.933  4.576  -0.567
O  1.669  6.013  -0.397
C  0.495  6.059  0.516
C  0.521  5.597  2.102
O  -0.655  6.516  0.012
O  1.949  -1.781  -0.313
C  1.787  -3.251  -0.205
C  2.641  -3.921  1.008
F  3.185  -5.223  0.466
F  3.857  -3.071  1.231
C  1.822  -4.307  2.363
F  0.672  -5.242  2.063
F  2.767  -5.157  3.182
C  1.182  -3.069  3.211
F  0.062  -3.668  4.032
F  0.549  -1.996  2.411
C  2.176  -2.344  4.291
F  3.299  -1.570  3.688
F  1.325  -1.308  4.992
F  2.628  -3.255  5.408
N  0.298  -3.462  -0.340
C  -0.054  -2.437  -1.394
C  -1.587  -2.289  -1.943
C  -2.753  -2.858  -0.945
C  -4.163  -2.047  -1.270
C  -4.978  -1.557  0.065
N  -4.265  -0.317  0.630
C  -3.990  -0.054  2.122
C  -3.173  1.337  2.423
C  -2.962  1.968  0.909
C  -3.687  0.886  -0.089
H  2.232  1.723  -0.647
H  2.549  2.230  1.141
H  2.908  0.436  0.686
H  0.014  1.905  0.981
H  0.737  0.532  2.050
H  -0.905  0.552  -0.687
H  -0.821  -0.831  0.589
H  2.552  0.042  -1.999
H  1.904  -1.371  -3.066
H  -0.410  0.791  -2.797
H  0.419  -0.029  -4.278
H  2.675  1.721  -3.389
H  1.348  2.070  -4.760
H  0.469  2.583  -1.713
H  0.084  3.738  -3.211
H  3.180  3.455  -2.111
H  2.353  4.972  -2.870
H  0.993  3.989  -0.128
H  2.857  4.231  0.093
H  1.472  4.955  2.371
H  0.493  6.514  2.835
H  -0.457  4.940  2.295
H  2.241  -3.717  -1.203
H  -0.318  -3.466  0.502
H  0.087  -4.392  -0.792
H  0.504  -2.878  -2.347
H  -1.742  -1.146  -2.221
H  -1.667  -2.877  -2.970
H  -2.474  -2.891  0.190
H  -2.960  -3.986  -1.270
H  -3.911  -1.149  -2.002
H  -4.889  -2.760  -1.878
H  -4.890  -2.383  0.909
H  -6.126  -1.358  -0.127
H  -4.323  -0.775  2.996
H  -2.802  1.783  3.462
H  -2.416  2.962  0.616
H  -3.803  0.946  -1.268

***

5.
The following is a DFT calculation (ωB97M-V/def2-TZVPD) of a cluster of 8 separate species, C26H38N2O18 in total.

The LUMO energy is -0.532 eV. As for the total charge: 0. Its total energy is -67412.4412 eV. As for the maximum force: 0.0481 Eh/bohr. Its highest occupied orbital energy is -10.37 eV. As for the relative energy (zero: lowest compared OMol25 entry of this formula, charge and spin): 0.00 kcal per mole.

CARTESIAN COORDINATES (ANGSTROEM)
O  -0.248  -0.224  1.970
C  0.141  -0.196  0.844
O  1.407  -0.227  0.453
C  1.442  -0.491  -0.966
C  0.009  -0.104  -1.432
O  -0.688  0.024  -0.208
H  2.320  -0.043  -1.418
H  1.604  -1.558  -1.119
H  -0.293  -0.933  -2.062
H  0.093  0.838  -1.972
O  3.754  -1.685  -2.487
C  4.829  -1.753  -2.969
O  5.506  -0.703  -3.478
C  6.837  -1.068  -3.829
C  6.817  -2.588  -3.658
O  5.582  -2.876  -3.058
H  7.066  -0.729  -4.839
H  7.598  -0.583  -3.215
H  7.591  -2.974  -2.987
H  7.009  -3.119  -4.594
O  -5.950  -3.662  1.928
C  -5.003  -2.950  1.852
O  -4.389  -2.377  2.941
C  -3.153  -1.832  2.505
C  -3.475  -1.511  1.039
O  -4.405  -2.539  0.740
H  -2.943  -0.938  3.088
H  -2.312  -2.515  2.645
H  -2.584  -1.458  0.421
H  -3.965  -0.534  0.991
O  -1.203  -0.340  -4.305
C  -0.234  0.010  -4.919
O  -0.128  1.050  -5.706
C  1.236  1.261  -6.124
C  1.987  0.096  -5.471
O  0.984  -0.599  -4.741
H  1.213  1.162  -7.207
H  1.560  2.246  -5.802
H  2.748  0.414  -4.755
H  2.504  -0.521  -6.207
O  0.338  4.494  2.809
C  0.286  4.417  1.630
O  -0.241  5.345  0.783
C  0.067  4.961  -0.541
C  0.479  3.509  -0.420
O  0.888  3.402  0.953
H  -0.797  4.932  -1.209
H  0.840  5.617  -0.944
H  1.219  3.171  -1.143
H  -0.392  2.859  -0.551
O  -3.330  1.204  7.672
C  -2.644  1.148  6.703
O  -1.555  1.924  6.539
C  -0.889  1.606  5.311
C  -1.806  0.550  4.656
O  -2.859  0.406  5.607
H  -0.859  2.550  4.769
H  0.117  1.265  5.538
H  -1.313  -0.409  4.517
H  -2.165  0.929  3.702
C  -3.336  1.842  -2.954
C  -3.787  0.858  -1.885
C  -4.208  -0.522  -2.363
C  -5.386  -0.509  -3.256
N  -6.264  -0.401  -3.984
H  -2.915  2.710  -2.442
H  -4.105  2.268  -3.597
H  -2.629  1.283  -3.572
H  -4.652  1.348  -1.413
H  -3.092  0.773  -1.049
H  -4.371  -1.312  -1.633
H  -3.440  -0.878  -3.064
C  2.224  -0.678  4.297
C  2.550  -2.116  4.733
C  1.671  -3.192  4.055
C  0.291  -3.150  4.533
N  -0.800  -3.077  4.884
H  1.153  -0.485  4.203
H  2.693  -0.367  3.366
H  2.517  -0.015  5.115
H  2.282  -2.155  5.789
H  3.623  -2.241  4.612
H  2.056  -4.159  4.390
H  1.677  -3.173  2.967

***

6.
The following is a DFT calculation (ωB97M-V/def2-TZVPD) of a structure of composition C26H38N3O4S3SiTa.

The LUMO energy is -7.368 eV. As for the total charge: +2. Its total energy is -82163.9142 eV. As for the maximum force: 0.0340 Eh/bohr. Its highest occupied orbital energy is -13.60 eV. As for the relative energy (zero: lowest compared OMol25 entry of this formula, charge and spin): 9.89 kcal per mole.

CARTESIAN COORDINATES (ANGSTROEM)
Ta  0.241  0.908  0.058
O  2.326  2.578  3.180
C  1.436  2.103  2.553
O  1.523  1.659  1.295
C  0.021  1.923  3.053
C  -0.522  2.224  4.288
C  -1.883  1.986  4.466
C  -2.667  1.476  3.433
C  -2.039  1.201  2.233
N  -0.739  1.415  2.092
C  -2.632  0.688  0.942
O  -3.777  0.422  0.787
O  -1.667  0.587  0.008
H  0.109  2.623  5.070
H  -2.351  2.214  5.415
H  -3.727  1.297  3.554
C  3.925  0.122  1.170
C  3.739  0.362  -0.287
N  2.594  0.536  -0.906
C  2.762  0.727  -2.259
C  4.055  0.710  -2.672
S  5.088  0.430  -1.344
C  1.584  0.948  -3.074
C  1.539  1.113  -4.420
S  -0.060  1.444  -4.922
C  -0.607  1.348  -3.306
N  0.356  1.064  -2.452
C  -2.028  1.606  -2.955
H  3.075  -0.419  1.581
H  4.012  1.076  1.695
H  4.838  -0.441  1.353
H  4.449  0.848  -3.665
H  2.349  1.047  -5.127
H  -2.677  1.390  -3.801
H  -2.145  2.663  -2.702
H  -2.343  1.015  -2.099
C  -1.464  4.973  -0.250
S  -0.161  3.935  -0.961
C  1.319  4.897  -0.557
H  -1.439  5.947  -0.733
H  -1.330  5.079  0.824
H  -2.414  4.487  -0.466
H  1.418  5.011  0.521
H  1.255  5.869  -1.039
H  2.170  4.347  -0.954
C  1.660  -2.481  -0.874
Si  -0.056  -2.127  -0.166
C  -1.402  -2.706  -1.417
C  -1.494  -4.238  -1.323
C  -2.796  -2.125  -1.153
C  -0.950  -2.303  -2.827
C  -0.142  -2.674  1.676
C  0.937  -1.951  2.491
C  -1.518  -2.409  2.295
C  0.151  -4.184  1.729
H  1.751  -3.547  -1.107
H  2.449  -2.231  -0.164
H  1.838  -1.930  -1.798
H  -1.982  -4.545  -0.398
H  -0.522  -4.731  -1.390
H  -2.108  -4.602  -2.150
H  -3.171  -2.391  -0.164
H  -3.496  -2.531  -1.888
H  -2.817  -1.042  -1.242
H  -0.012  -2.786  -3.109
H  -0.823  -1.222  -2.908
H  -1.710  -2.609  -3.550
H  0.813  -0.862  2.473
H  1.938  -2.198  2.131
H  0.878  -2.274  3.533
H  -1.776  -1.348  2.274
H  -1.522  -2.733  3.339
H  -2.304  -2.962  1.779
H  1.124  -4.422  1.295
H  -0.611  -4.768  1.213
H  0.163  -4.508  2.773